The following is a quantum chemistry calculation of an isolated ion of composition C9H9O3 and charge -1 at a distorted geometry, from the Open Molecules 2025 dataset.

Results
HOMO in eV: -2.553
SMILES: C[C@H](Cc1ccoc1)C1=C([O-])O1
F_max in eV/A: 4.6
Calculated total energy in a.u.: -573.958640
HOMO-LUMO gap in eV: 5.92

```
! RIJCOSX wB97M-V def2-TZVPD def2/J DEFGRID3
* xyz -1 1
C 1.93 -0.30 -0.14
C 2.59 -1.50 -0.43
C 0.78 -0.67 0.60
C 0.75 -1.99 0.60
C -3.62 -0.76 -0.04
C -0.20 0.23 1.19
C -2.63 -0.38 0.83
C -1.52 0.62 0.47
C -1.19 0.75 -1.00
O -2.59 -1.68 -0.06
O -4.73 -0.72 -0.49
O 1.89 -2.55 0.02
H 2.43 0.69 -0.13
H 3.46 -1.68 -0.98
H -0.43 -0.13 2.20
H 0.46 1.21 1.54
H 0.12 -2.67 1.12
H -1.99 1.49 1.00
H -1.42 -0.21 -1.43
H -0.17 1.16 -1.07
H -1.70 1.51 -1.44
*
```

Atom charges from the Mulliken analysis, given in e for atoms 1 to 4:
1 C -0.541
2 C -0.401
3 C 0.951
4 C -0.609

---

The following is a quantum chemistry calculation of C9H9O7PdSbSe4 as an isolated structure at a distorted geometry, from the Open Molecules 2025 dataset.

Results
HOMO (spin up / spin down) in eV: -2.018 / -2.329
<S²>: 6.04
F_max in eV/A: 5.3
Calculated total energy in a.u.: -10848.930932
HOMO-LUMO gap (spin up / spin down) in eV: 6.50 / 5.21

```
! RIJCOSX wB97M-V def2-TZVPD def2/J DEFGRID3
* xyz -2 5
Pd -1.49 0.73 -0.58
O -0.80 -2.66 -2.24
C -0.63 -1.97 -1.24
O -1.56 -1.49 -0.51
C 0.83 -1.72 -0.75
C 0.86 -1.25 0.72
C 2.31 -1.31 1.25
C 2.92 -0.05 0.60
C 1.73 0.44 -0.25
O 0.63 0.16 0.60
C 1.53 -0.53 -1.44
C 0.76 0.17 -2.62
O 1.40 0.38 -3.64
O -0.43 0.51 -2.42
H 1.36 -2.66 -0.90
H 0.11 -1.70 1.37
H 2.32 -1.24 2.33
H 2.80 -2.23 0.93
H 3.17 0.70 1.35
H 3.80 -0.25 0.00
H 1.75 1.51 -0.49
H 2.50 -0.82 -1.87
Se -4.48 1.81 4.65
Sb -4.64 0.53 2.58
Se -2.50 0.58 1.32
Se -3.82 0.55 -0.42
Se -5.49 -1.66 3.22
O -2.12 2.97 -1.16
C -1.23 3.38 -0.39
O -0.54 2.66 0.34
H -1.05 4.48 -0.34
*
```

Atom charges from the Mulliken analysis, given in e for atoms 1 to 4:
1 Pd 0.969
2 O -0.749
3 C 0.180
4 O -0.526

---

The following is a quantum chemistry calculation of CAlO3 as an isolated structure at a distorted geometry, from the Open Molecules 2025 dataset.

Results
HOMO (spin up / spin down) in eV: -29.133 / -29.286
F_max in eV/A: 8.1
Calculated total energy in a.u.: -504.368070
HOMO-LUMO gap (spin up / spin down) in eV: 5.27 / 5.45

```
! RIJCOSX wB97M-V def2-TZVPD def2/J DEFGRID3
* xyz 3 1
O -0.06 -0.26 0.75
Al -1.52 -0.59 1.55
C 0.56 -0.12 -0.32
O 0.69 -0.29 -1.54
O 0.37 1.14 -0.53
*
```

Atom charges from the Mulliken analysis, given in e for atoms 1 to 4:
1 O -0.091
2 Al 1.847
3 C 1.038
4 O 0.135

---

The following is a quantum chemistry calculation of CBiF5LiO3P as an isolated structure at a distorted geometry, from the Open Molecules 2025 dataset.

Results
HOMO in eV: -20.514
F_max in eV/A: 6.5
Calculated total energy in a.u.: -1326.100443
HOMO-LUMO gap in eV: 9.50

```
! RIJCOSX wB97M-V def2-TZVPD def2/J DEFGRID3
* xyz 2 1
P -0.92 -1.37 0.22
F -1.83 -1.42 1.49
F 3.61 -0.07 1.38
F -2.02 -2.11 -0.66
F 0.09 -2.53 0.00
F 0.25 -0.69 1.25
O -0.98 -0.10 -0.72
O -0.95 1.94 -1.55
C -0.36 1.15 -0.84
O 0.75 1.36 -0.30
Li 0.46 3.32 -1.35
Bi 1.91 0.51 1.08
*
```

Atom charges from the Mulliken analysis, given in e for atoms 1 to 4:
1 P 1.178
2 F -0.149
3 F -0.452
4 F -0.284

---

The following is a quantum chemistry calculation of a 2-piece molecular cluster, CBr2N2O overall, from the Open Molecules 2025 dataset.

Results
HOMO in eV: -10.144
SMILES: N#CBr.O=NBr
F_max in eV/A: 0.7
Calculated total energy in a.u.: -5370.771534
HOMO-LUMO gap in eV: 9.09

```
! RIJCOSX wB97M-V def2-TZVPD def2/J DEFGRID3
* xyz 0 1
C -1.41 1.96 -0.67
N -0.98 1.95 0.39
N 0.86 -1.56 0.86
O 1.36 -1.07 -0.03
Br -1.85 1.68 -2.39
Br 2.03 -2.96 1.84
*
```

Atom charges from the Mulliken analysis, given in e for atoms 1 to 4:
1 C 0.262
2 N -0.339
3 N 0.286
4 O -0.120

---

The following is a quantum chemistry calculation of a 2-piece molecular cluster, CBr2N4 overall at a distorted geometry, from the Open Molecules 2025 dataset.

Results
HOMO in eV: -9.770
F_max in eV/A: 1.6
Calculated total energy in a.u.: -5405.019193
HOMO-LUMO gap in eV: 8.94

```
! RIJCOSX wB97M-V def2-TZVPD def2/J DEFGRID3
* xyz 0 1
C 1.07 0.56 -1.21
N 0.78 -0.34 -1.85
N -0.56 -1.89 1.76
N -0.58 -0.96 1.16
N -0.52 0.11 0.55
Br 1.94 1.79 -0.25
Br -2.12 0.72 -0.16
*
```

Atom charges from the Mulliken analysis, given in e for atoms 1 to 4:
1 C 0.310
2 N -0.359
3 N -0.412
4 N 0.700

---

The following is a quantum chemistry calculation of a 2-piece molecular cluster, CBr2O overall at a distorted geometry, from the Open Molecules 2025 dataset.

Results
HOMO (spin up / spin down) in eV: -11.166 / -8.360
F_max in eV/A: 3.3
Calculated total energy in a.u.: -5261.263707
HOMO-LUMO gap (spin up / spin down) in eV: 10.42 / 4.96

```
! RIJCOSX wB97M-V def2-TZVPD def2/J DEFGRID3
* xyz 0 1
C 0.10 -0.46 0.47
O -0.53 0.21 -0.25
Br 0.07 2.10 -2.90
Br 1.72 -0.64 1.25
*
```

And the Mulliken charges, in e, turn out to be:
1 C 0.273
2 O -0.262
3 Br -0.015
4 Br 0.004

---

The following is a quantum chemistry calculation of CBr3NO2 as an isolated structure at a distorted geometry, from the Open Molecules 2025 dataset.

Results
HOMO (spin up / spin down) in eV: -8.452 / -9.501
F_max in eV/A: 2.8
Calculated total energy in a.u.: -7965.159422
HOMO-LUMO gap (spin up / spin down) in eV: 6.87 / 8.38

```
! RIJCOSX wB97M-V def2-TZVPD def2/J DEFGRID3
* xyz 0 1
C -0.61 1.17 1.93
N 0.16 -0.65 -1.35
O 1.18 -1.09 -1.74
O -0.27 -0.43 -0.26
Br 0.51 2.66 1.78
Br -2.18 1.35 2.98
Br 0.20 -0.50 2.00
*
```

Atom charges from the Mulliken analysis, given in e for atoms 1 to 4:
1 C 0.041
2 N 0.684
3 O -0.413
4 O -0.331

---

The following is a quantum chemistry calculation of CBr4N2O as an isolated structure at a distorted geometry, from the Open Molecules 2025 dataset.

Results
HOMO in eV: -9.647
F_max in eV/A: 1.3
Calculated total energy in a.u.: -10518.774173
HOMO-LUMO gap in eV: 8.10

```
! RIJCOSX wB97M-V def2-TZVPD def2/J DEFGRID3
* xyz 0 1
C -1.37 -0.97 -0.24
N -1.81 0.13 -0.43
N 1.41 0.21 0.04
O -0.79 -1.96 -0.22
Br -3.10 1.24 0.14
Br 1.99 1.44 -1.27
Br 0.99 1.09 1.67
Br 2.68 -1.17 0.31
*
```

Atom charges from the Mulliken analysis, given in e for atoms 1 to 4:
1 C 0.654
2 N -0.294
3 N -0.308
4 O -0.396

---

The following is a quantum chemistry calculation of a 2-piece molecular cluster, CBrClFN3 overall at a distorted geometry, from the Open Molecules 2025 dataset.

Results
HOMO (spin up / spin down) in eV: -10.687 / -10.690
F_max in eV/A: 2.6
Calculated total energy in a.u.: -3336.202856
HOMO-LUMO gap (spin up / spin down) in eV: 8.07 / 8.07

```
! RIJCOSX wB97M-V def2-TZVPD def2/J DEFGRID3
* xyz 0 1
C 0.64 0.10 -1.27
N 1.01 0.07 -2.36
N 0.40 0.13 0.01
N -0.59 0.43 0.67
F 1.24 -1.51 0.30
Cl -2.31 0.13 0.14
Br -0.40 0.66 2.51
*
```

Atom charges from the Mulliken analysis, given in e for atoms 1 to 4:
1 C 0.448
2 N -0.306
3 N 0.036
4 N 0.138

---

The following is a quantum chemistry calculation of CBrN3O2 as an isolated structure at a distorted geometry, from the Open Molecules 2025 dataset.

Results
HOMO (spin up / spin down) in eV: -7.886 / -11.224
<S²>: 2.02
F_max in eV/A: 4.5
Calculated total energy in a.u.: -2926.578577
HOMO-LUMO gap (spin up / spin down) in eV: 6.89 / 7.75

```
! RIJCOSX wB97M-V def2-TZVPD def2/J DEFGRID3
* xyz 0 3
C 0.20 -0.24 1.57
N 0.42 -0.48 2.66
N -0.26 0.07 0.37
N 0.31 -0.22 -1.43
O 1.14 -1.07 -1.48
O -0.25 0.61 -2.04
Br -1.57 1.33 0.34
*
```

Atom charges from the Mulliken analysis, given in e for atoms 1 to 4:
1 C 0.459
2 N -0.282
3 N -0.286
4 N 1.009

---

The following is a quantum chemistry calculation of an isolated ion of composition CBrN4 and charge +1 at a distorted geometry, from the Open Molecules 2025 dataset.

Results
HOMO (spin up / spin down) in eV: -17.484 / -17.381
SMILES: BrC1=[N+]=NN=N1
F_max in eV/A: 5.4
Calculated total energy in a.u.: -2830.565612
HOMO-LUMO gap (spin up / spin down) in eV: 6.28 / 6.53

```
! RIJCOSX wB97M-V def2-TZVPD def2/J DEFGRID3
* xyz 1 1
C -0.40 -0.15 -0.43
N 0.23 1.03 -0.23
N -0.13 -0.94 0.62
N 0.77 0.93 0.90
N 0.56 -0.23 1.40
Br -1.03 -0.64 -2.26
*
```

Atom charges from the Mulliken analysis, given in e for atoms 1 to 4:
1 C 0.572
2 N -0.077
3 N -0.074
4 N -0.097

---

The following is a quantum chemistry calculation of a 2-piece molecular cluster, CCl2O4P2 overall at a distorted geometry, from the Open Molecules 2025 dataset.

Results
HOMO in eV: -10.213
SMILES: O=C(Cl)Cl.O=POP=O
F_max in eV/A: 1.7
Calculated total energy in a.u.: -1942.234420
HOMO-LUMO gap in eV: 9.68

```
! RIJCOSX wB97M-V def2-TZVPD def2/J DEFGRID3
* xyz 0 1
C -1.25 0.79 -0.83
O 1.02 -2.17 -0.52
O 2.06 1.28 0.49
O 0.61 -0.61 1.39
O -0.69 1.63 -0.20
P 0.66 -2.15 0.88
P 0.97 1.06 1.41
Cl -1.31 0.72 -2.53
Cl -2.07 -0.54 -0.09
*
```

Atom charges from the Mulliken analysis, given in e for atoms 1 to 4:
1 C 0.650
2 O -0.377
3 O -0.391
4 O -0.074

---

The following is a quantum chemistry calculation of a 2-piece molecular cluster, CCl3FO2S overall at a distorted geometry, from the Open Molecules 2025 dataset.

Results
HOMO (spin up / spin down) in eV: -10.578 / -9.613
F_max in eV/A: 3.0
Calculated total energy in a.u.: -2067.041493
HOMO-LUMO gap (spin up / spin down) in eV: 8.73 / 7.13

```
! RIJCOSX wB97M-V def2-TZVPD def2/J DEFGRID3
* xyz 0 1
C 0.95 -0.26 -0.31
O -0.12 1.74 1.16
O -1.84 -0.86 0.15
F 0.89 -0.63 -1.60
S -0.37 1.14 -0.11
Cl 2.56 0.42 0.02
Cl 0.63 -1.64 0.72
Cl -3.39 -0.49 -0.12
*
```

Atom charges from the Mulliken analysis, given in e for atoms 1 to 4:
1 C 0.441
2 O -0.363
3 O -0.256
4 F -0.181

---

The following is a quantum chemistry calculation of CCl4OS as an isolated structure at a distorted geometry, from the Open Molecules 2025 dataset.

Results
HOMO (spin up / spin down) in eV: -9.524 / -9.997
F_max in eV/A: 2.7
Calculated total energy in a.u.: -2352.142762
HOMO-LUMO gap (spin up / spin down) in eV: 6.11 / 7.60

```
! RIJCOSX wB97M-V def2-TZVPD def2/J DEFGRID3
* xyz 0 1
C 0.66 0.64 1.13
O -0.01 0.08 -1.50
S -0.41 -0.50 -0.29
Cl 1.25 -0.40 2.27
Cl 1.73 1.52 0.14
Cl -0.98 -3.07 -0.83
Cl -2.32 0.01 -0.02
*
```

Atom charges from the Mulliken analysis, given in e for atoms 1 to 4:
1 C 0.181
2 O -0.388
3 S 0.621
4 Cl -0.031

---

The following is a quantum chemistry calculation of a 2-piece molecular cluster, CClF2O2S overall at a distorted geometry, from the Open Molecules 2025 dataset.

Results
HOMO (spin up / spin down) in eV: -4.985 / -4.984
F_max in eV/A: 3.7
Calculated total energy in a.u.: -1246.689466
HOMO-LUMO gap (spin up / spin down) in eV: 7.36 / 7.36

```
! RIJCOSX wB97M-V def2-TZVPD def2/J DEFGRID3
* xyz -1 1
C 0.50 0.47 -0.19
O -1.35 -1.99 -0.17
O -1.96 0.48 0.29
F 0.72 1.44 0.68
F 0.22 1.05 -1.34
S -1.09 -0.69 0.58
Cl 2.97 -0.76 0.15
*
```

Atom charges from the Mulliken analysis, given in e for atoms 1 to 4:
1 C 0.330
2 O -0.525
3 O -0.530
4 F -0.102

---

The following is a quantum chemistry calculation of one molecule with the formula CClF3OS at a distorted geometry, from the Open Molecules 2025 dataset.

Results
HOMO in eV: -10.435
F_max in eV/A: 3.2
Calculated total energy in a.u.: -1271.278654
HOMO-LUMO gap in eV: 10.22

```
! RIJCOSX wB97M-V def2-TZVPD def2/J DEFGRID3
* xyz 0 1
C -0.38 -0.38 0.61
O 1.58 1.46 -0.44
F -0.37 0.20 1.82
F 0.51 -1.37 0.62
F 0.38 -0.07 -1.98
S 0.26 1.11 -0.83
Cl -1.99 -0.95 0.19
*
```

Atom charges from the Mulliken analysis, given in e for atoms 1 to 4:
1 C 0.463
2 O -0.400
3 F -0.181
4 F -0.174

---

The following is a quantum chemistry calculation of one molecule with the formula CClF3OS at a distorted geometry, from the Open Molecules 2025 dataset.

Results
HOMO in eV: -10.696
F_max in eV/A: 6.7
Calculated total energy in a.u.: -1271.161382
HOMO-LUMO gap in eV: 9.12

```
! RIJCOSX wB97M-V def2-TZVPD def2/J DEFGRID3
* xyz 0 1
C -0.16 -0.56 -0.34
O 1.27 1.87 -0.19
F -1.37 -0.21 -0.82
F -0.40 -1.75 0.31
F -0.96 0.82 1.61
S 0.53 0.53 1.05
Cl 1.08 -0.71 -1.62
*
```

Atom charges from the Mulliken analysis, given in e for atoms 1 to 4:
1 C 0.563
2 O -0.481
3 F -0.154
4 F -0.196

---

The following is a quantum chemistry calculation of a 3-piece molecular cluster, CClNO3S overall at a distorted geometry, from the Open Molecules 2025 dataset.

Results
HOMO (spin up / spin down) in eV: -2.102 / -2.102
F_max in eV/A: 3.9
Calculated total energy in a.u.: -1176.892609
HOMO-LUMO gap (spin up / spin down) in eV: 6.31 / 6.35

```
! RIJCOSX wB97M-V def2-TZVPD def2/J DEFGRID3
* xyz -2 1
C 0.89 -0.41 -0.79
N 1.06 -0.80 0.45
O 1.18 0.29 -1.73
O 0.28 -1.62 -0.61
O -0.84 1.38 3.11
S -0.87 0.97 1.74
Cl -9.54 3.71 -3.59
*
```

Atom charges from the Mulliken analysis, given in e for atoms 1 to 4:
1 C 0.877
2 N -0.668
3 O -0.646
4 O -0.404

---

The following is a quantum chemistry calculation of a 2-piece molecular cluster, CClNS2 overall at a distorted geometry, from the Open Molecules 2025 dataset.

Results
HOMO (spin up / spin down) in eV: -9.871 / -11.044
F_max in eV/A: 2.0
Calculated total energy in a.u.: -1349.288134
HOMO-LUMO gap (spin up / spin down) in eV: 6.15 / 7.85

```
! RIJCOSX wB97M-V def2-TZVPD def2/J DEFGRID3
* xyz 0 1
C -2.08 0.17 0.21
N -2.53 -0.75 -0.32
S 0.52 1.42 0.57
S 1.39 0.23 -0.67
Cl 2.71 -1.06 0.22
*
```

Atom charges from the Mulliken analysis, given in e for atoms 1 to 4:
1 C 0.038
2 N -0.294
3 S 0.042
4 S 0.294